No. 1
A cluster of 11 separate species, C21H63N17O13 in total in a non-equilibrium geometry, computed with ωB97M-V with the def2-TZVPD basis set.

Atoms and positions in Å:
O1 -3.298 4.030 -3.471
O2 -2.050 0.714 0.106
O3 -2.885 -0.049 6.614
O4 -6.220 1.745 2.884
O5 5.048 0.686 2.084
O6 -4.880 5.247 1.348
O7 0.429 1.556 -1.701
O8 -2.359 -1.789 4.326
O9 -2.646 -0.673 -3.689
O10 1.588 -3.081 -2.701
O11 1.663 0.029 2.737
O12 -1.382 3.239 1.984
O13 -1.873 -2.112 1.338
N1 -4.473 0.946 1.683
N2 3.299 1.639 1.090
N3 2.276 0.216 -1.934
N4 -4.086 2.238 -4.495
N5 0.370 -0.507 -2.548
N6 2.828 -2.562 -2.483
N7 2.838 -0.245 4.617
N8 -3.978 -2.439 -3.583
N9 0.466 3.101 3.202
N10 -0.374 5.012 2.959
N11 -3.319 4.026 0.203
N12 -2.333 2.102 -3.178
N13 -4.132 2.418 3.123
N14 -3.375 -1.464 -1.786
N15 5.217 1.996 0.301
N16 -4.933 4.945 -0.774
N17 0.694 -0.305 4.717
C1 3.433 -3.082 -1.246
C2 -3.277 -1.508 -3.073
C3 -4.333 4.784 0.350
C4 -3.280 2.838 -3.701
C5 -1.197 0.294 1.193
C6 5.006 -1.822 -3.370
C7 4.563 1.428 1.261
C8 0.968 0.528 -2.015
C9 -3.922 -0.446 5.692
C10 3.114 -1.610 -4.809
C11 3.705 -2.495 -3.725
C12 1.715 -0.252 3.947
C13 3.608 -4.674 -1.188
C14 5.710 -2.367 -2.080
C15 -5.045 1.748 2.534
C16 -0.443 3.734 2.643
C17 -3.446 -0.811 4.335
C18 2.489 -2.601 -0.129
C19 -0.805 -1.225 1.062
C20 3.888 -3.922 -4.365
C21 4.710 -2.234 -0.902
H1 0.733 3.566 4.057
H2 0.064 -1.478 1.670
H3 5.755 -1.955 -4.151
H4 -4.605 -1.242 5.990
H5 5.220 -2.594 -0.009
H6 -4.320 3.108 3.836
H7 2.928 -0.634 5.545
H8 2.906 -4.272 -4.685
H9 -3.514 0.919 1.366
H10 -2.777 -0.864 -1.236
H11 -4.877 2.700 -4.919
H12 2.956 -2.873 0.817
H13 -2.123 1.252 -3.682
H14 -1.686 0.459 2.152
H15 -3.286 0.182 7.455
H16 0.791 2.182 2.937
H17 3.006 -0.539 -4.635
H18 -3.204 2.447 2.727
H19 -0.612 -0.484 -2.782
H20 0.946 -1.306 -2.772
H21 -4.690 0.326 5.654
H22 -1.432 0.949 -0.591
H23 4.535 -3.887 -5.241
H24 0.901 -0.661 5.639
H25 -0.258 0.841 1.276
H26 4.500 -1.203 -0.619
H27 -0.945 5.771 2.615
H28 6.079 -3.367 -2.307
H29 -1.629 2.667 -2.724
H30 2.621 1.151 1.658
H31 2.286 -1.531 -0.180
H32 6.638 -1.817 -1.925
H33 -2.547 -2.067 0.655
H34 4.736 2.603 -0.348
H35 -3.080 0.103 3.868
H36 3.804 -1.658 -5.651
H37 -5.722 5.569 -0.869
H38 -4.762 -2.705 -3.003
H39 -0.269 -0.373 4.421
H40 -3.999 1.233 -4.445
H41 6.173 1.754 0.082
H42 -5.030 0.390 1.050
H43 3.541 0.073 3.966
H44 -2.230 -2.091 3.425
H45 4.875 -0.740 -3.394
H46 2.890 -5.271 -1.749
H47 -4.349 4.742 -1.572
H48 0.421 5.220 3.545
H49 2.934 0.910 -1.609
H50 1.724 -4.031 -2.691
H51 -3.932 -2.717 -4.553
H52 3.096 2.442 0.512
H53 -4.293 -1.234 3.793
H54 -2.680 4.101 0.982
H55 4.558 -4.998 -1.613
H56 -0.506 -1.476 0.045
H57 -3.424 3.220 -0.397
H58 3.400 -5.049 -0.186
H59 2.139 -1.940 -5.167
H60 1.571 -3.187 -0.178
H61 2.633 -0.716 -2.092
H62 4.184 -4.770 -3.747
H63 -4.047 -2.115 -1.404

Energy relative to the best compared isomer or geometry (same formula, charge and spin) in kJ/mol: 483.5
SMILES string: CC1(C)CCCC(C)(C)N1O.NC(N)=O.NC(N)=O.NC(N)=O.NC(N)=O.NC(N)=O.NC(N)=O.NC(N)=O.NC(N)=O.OCCO.OCCO


No. 2
A structure of composition C2H2FLiO2Tl in a non-equilibrium geometry, computed with ωB97M-V with the def2-TZVPD basis set.

Atoms and positions in Å:
Tl1 -0.192 -0.553 3.277
F1 -1.218 -1.379 -0.338
O1 -0.361 0.008 1.175
O2 1.707 0.553 -0.551
C1 0.608 0.072 -0.973
C2 -0.417 -0.247 -0.042
Li1 1.707 0.639 1.380
H1 0.366 0.005 -2.046
H2 -2.202 0.902 -1.883

<S²>: 0.762
Energy relative to the best compared isomer or geometry (same formula, charge and spin) in kJ/mol: 332.0
Multiplicity: 2


No. 3
A cluster of 4 separate species, C33H46BF3N2O7 in total in a non-equilibrium geometry, computed with ωB97M-V with the def2-TZVPD basis set.

Atoms and positions in Å:
F1 -7.386 3.583 -0.143
F2 2.712 -3.187 3.479
F3 4.115 1.960 9.131
O1 -5.683 1.324 -1.431
O2 -4.295 3.061 -0.191
O3 -2.936 -0.102 -1.493
O4 -1.967 -1.587 -4.745
O5 -0.619 -3.490 -3.887
O6 4.520 0.526 -1.085
O7 4.926 1.578 1.044
N1 -0.736 1.612 -0.576
N2 -3.286 1.484 -3.419
C1 -1.324 1.526 0.814
C2 5.275 3.134 5.902
C3 1.928 -0.463 -5.646
C4 -1.687 2.209 -1.587
C5 -9.027 1.998 0.453
C6 1.457 -2.039 -5.604
C7 5.200 -5.767 2.928
C8 3.217 -0.336 1.210
C9 6.295 -4.986 2.556
C10 -0.048 -2.328 -6.175
C11 4.962 -2.986 2.805
C12 -8.530 2.563 3.144
C13 -7.814 3.228 2.149
C14 5.072 3.064 7.280
C15 4.698 2.178 5.064
C16 3.923 1.148 5.602
C17 -9.489 1.609 2.791
C18 -1.156 -2.774 -5.053
C19 3.878 -3.772 3.179
C20 -9.736 1.325 1.448
C21 3.987 -5.157 3.246
C22 3.399 0.250 -3.433
C23 4.305 2.031 7.807
C24 -3.006 1.300 -1.931
C25 3.730 1.071 6.981
C26 6.179 -3.595 2.497
C27 3.288 0.079 -1.773
C28 4.252 0.627 0.365
C29 -2.779 -1.753 -3.532
C30 1.884 0.268 -4.142
C31 -2.042 -0.913 -2.333
C32 2.368 0.097 2.355
C33 -8.071 2.941 0.812
B1 -4.347 1.946 -1.156
H1 -2.111 2.374 1.061
H2 3.089 -0.481 -5.926
H3 -0.427 1.707 1.581
H4 -6.385 2.045 -1.428
H5 3.035 -1.060 -1.600
H6 -3.070 -2.854 -3.267
H7 3.138 0.273 7.417
H8 -0.119 -2.823 -3.300
H9 5.291 -6.849 2.969
H10 -4.137 0.965 -3.728
H11 7.035 -2.988 2.211
H12 -4.212 3.914 -0.710
H13 7.243 -5.460 2.311
H14 3.977 1.274 -3.589
H15 -0.008 -3.065 -7.113
H16 -0.437 -1.295 -6.630
H17 1.658 1.423 -4.318
H18 -2.448 1.282 -4.006
H19 -9.213 1.795 -0.597
H20 1.777 -0.748 2.937
H21 -10.044 1.088 3.568
H22 4.851 -1.907 2.756
H23 4.099 -0.583 -3.890
H24 -1.458 -1.670 -1.637
H25 2.412 0.781 -1.401
H26 -3.810 -1.190 -3.745
H27 3.472 0.407 4.947
H28 -10.479 0.579 1.176
H29 1.675 -2.431 -4.524
H30 5.506 3.804 7.945
H31 2.246 1.195 2.751
H32 3.185 -1.480 0.876
H33 1.406 0.182 -6.475
H34 -1.202 -0.247 -2.846
H35 -1.890 -3.540 -5.600
H36 2.208 -2.624 -6.323
H37 -8.342 2.785 4.191
H38 -0.298 0.721 -0.894
H39 4.852 2.235 3.988
H40 -1.919 3.310 -1.244
H41 -1.723 0.439 1.007
H42 -7.060 3.965 2.404
H43 3.128 -5.748 3.546
H44 1.093 -0.235 -3.428
H45 5.881 3.933 5.481
H46 -1.072 2.317 -2.604

SMILES string: C=CC(=O)OCCCCCC[C@@H](O)OCCO[C@](N)(CNC)B(O)O.Fc1ccccc1.Fc1ccccc1.Fc1ccccc1


No. 4
An isolated molecule of C4H7NO4 in a non-equilibrium geometry, computed with ωB97M-V with the def2-TZVPD basis set.

Atoms and positions in Å:
O1 0.541 -1.808 -0.613
O2 2.437 -1.089 0.318
O3 -2.937 -0.393 -0.550
O4 -1.748 -0.846 1.278
N1 1.441 1.539 0.094
C1 1.071 -0.927 -0.022
C2 0.547 0.426 0.328
C3 -0.849 0.722 -0.215
C4 -1.868 -0.224 0.275
H1 -3.647 -0.657 0.032
H2 2.564 -1.881 -0.203
H3 0.429 0.237 1.393
H4 -1.081 1.747 -0.321
H5 -0.798 0.398 -1.277
H6 1.560 1.590 -0.912
H7 2.335 1.167 0.395

Energy relative to the best compared isomer or geometry (same formula, charge and spin) in kJ/mol: 76.2
SMILES string: N[C@@H](CC(=O)O)C(=O)O


No. 5
A structure of composition C23H21CeCl2NP in a non-equilibrium geometry, computed with ωB97M-V with the def2-TZVPD basis set.

Atoms and positions in Å:
Ce1 0.958 -1.158 0.189
Cl1 0.441 1.132 1.162
Cl2 -4.672 -3.251 1.312
P1 -0.068 -0.036 -2.187
N1 -0.937 -2.382 0.416
C1 -2.996 -3.414 1.021
C2 0.599 2.680 -1.943
C3 1.667 0.012 -4.384
C4 -1.405 -0.862 -3.109
C5 -0.236 1.750 -2.593
C6 3.771 -1.312 -3.113
C7 -1.195 2.260 -3.485
C8 -0.418 -3.622 0.177
C9 -1.107 -4.777 0.546
C10 1.488 -0.490 -3.082
C11 -1.364 3.641 -3.662
C12 2.882 -0.146 -5.053
C13 -3.763 -1.406 -3.277
C14 -2.442 -4.697 0.928
C15 2.516 -1.247 -2.481
C16 3.957 -0.773 -4.394
C17 -2.724 -0.739 -2.624
C18 0.439 4.057 -2.103
C19 -1.136 -1.694 -4.210
C20 -2.252 -2.269 0.771
C21 -2.192 -2.348 -4.857
C22 -3.509 -2.207 -4.403
C23 -0.561 4.539 -2.954
H1 -2.133 4.026 -4.340
H2 2.372 -1.900 -1.574
H3 0.730 -4.503 -3.920
H4 -3.113 -5.555 1.018
H5 -1.828 1.583 -4.051
H6 -0.589 -5.733 0.436
H7 0.836 0.529 -4.869
H8 2.978 0.219 -6.082
H9 1.088 4.751 -1.558
H10 -0.010 -4.618 -3.987
H11 1.367 2.305 -1.271
H12 4.607 -1.789 -2.585
H13 -0.705 5.613 -3.051
H14 -2.652 -1.259 0.762
H15 4.931 -0.850 -4.887
H16 0.511 -3.694 -0.419
H17 -4.780 -1.301 -2.903
H18 -2.928 -0.114 -1.745
H19 -0.111 -1.834 -4.563
H20 -4.331 -2.740 -4.897
H21 -1.975 -2.982 -5.720

<S²>: 0.751
Multiplicity: 2
Net charge: +2


No. 6
An isolated molecule of C4H6N2Se in a non-equilibrium geometry, computed with ωB97M-V with the def2-TZVPD basis set.

Atoms and positions in Å:
Se1 1.907 -0.687 0.028
N1 -0.677 -1.867 -0.071
N2 -0.778 0.343 0.009
C1 -2.070 -0.191 0.070
C2 0.015 -0.687 -0.083
C3 2.082 1.272 -0.030
C4 -2.005 -1.546 0.034
H1 -2.901 0.372 0.096
H2 -2.707 -2.275 0.123
H3 1.894 1.509 1.056
H4 3.033 1.386 -0.335
H5 1.345 1.486 -0.668
H6 -0.407 -2.802 0.091

Energy relative to the best compared isomer or geometry (same formula, charge and spin) in kJ/mol: 15.5
SMILES string: C[Se]c1ncc[nH]1


No. 7
A cluster of 2 separate species, C5H13NOSi2 in total in a non-equilibrium geometry, computed with ωB97M-V with the def2-TZVPD basis set.

Atoms and positions in Å:
Si1 -0.495 -0.092 -0.724
Si2 -3.255 0.104 0.459
O1 -2.044 0.046 -0.575
N1 0.295 3.484 -0.830
C1 1.657 -0.759 0.810
C2 0.103 -0.783 -2.339
C3 0.185 -0.948 0.734
C4 0.128 2.345 -1.037
C5 2.170 0.640 1.288
H1 0.790 -0.005 -2.579
H2 1.293 1.271 1.523
H3 -0.331 -0.701 1.655
H4 -2.662 0.759 1.611
H5 0.659 -1.672 -2.147
H6 2.639 1.107 0.427
H7 2.293 -1.041 -0.074
H8 -4.093 0.999 -0.340
H9 2.122 -1.478 1.460
H10 -0.585 -0.714 -3.158
H11 -0.110 -2.006 0.753
H12 -3.625 -1.316 0.941
H13 2.864 0.761 2.143

Energy relative to the best compared isomer or geometry (same formula, charge and spin) in kJ/mol: 127.2


No. 8
A structure of composition C35H38AsBr2N4ORb in a non-equilibrium geometry, computed with ωB97M-V with the def2-TZVPD basis set.

Atoms and positions in Å:
Rb1 0.399 1.638 -0.126
Br1 5.331 0.489 0.583
Br2 4.757 2.248 5.872
As1 0.138 -1.582 -0.204
O1 2.247 0.360 0.708
N1 0.030 4.547 -0.310
N2 -0.414 1.790 -3.217
N3 0.573 1.182 2.750
N4 -2.745 1.472 -0.604
C1 -1.056 -3.280 -3.934
C2 -1.635 1.108 -2.784
C3 2.520 1.623 4.155
C4 -0.864 -2.536 -1.631
C5 -1.531 -4.455 2.435
C6 -2.067 -3.659 3.447
C7 4.001 -2.637 -1.443
C8 -1.252 -1.694 2.321
C9 -0.297 -2.773 -2.884
C10 2.397 -3.225 0.751
C11 -0.715 -2.482 1.309
C12 3.930 1.698 4.259
C13 0.140 5.689 -0.273
C14 1.890 -2.444 -0.278
C15 1.934 1.205 2.930
C16 -0.680 2.707 -4.309
C17 0.318 7.154 -0.218
C18 2.711 -2.136 -1.362
C19 3.698 -3.717 0.680
C20 -3.640 0.328 -0.644
C21 -0.862 -3.869 1.371
C22 0.612 0.827 -3.592
C23 -2.217 -2.829 -1.455
C24 -0.202 1.510 3.752
C25 2.765 0.793 1.780
C26 4.498 -3.435 -0.419
C27 -2.530 2.026 -1.942
C28 -1.929 -2.281 3.391
C29 4.710 1.373 3.191
C30 4.147 0.946 1.982
C31 0.285 1.890 5.018
C32 1.630 1.948 5.208
C33 -3.235 2.487 0.311
C34 -2.406 -3.554 -3.750
C35 -2.982 -3.330 -2.505
H1 1.376 7.392 -0.145
H2 -0.407 2.135 5.814
H3 0.206 3.308 -4.523
H4 -1.274 1.484 3.571
H5 0.865 0.206 -2.732
H6 -2.021 2.986 -1.825
H7 0.292 0.161 -4.408
H8 -0.973 2.174 -5.229
H9 -2.172 0.677 -3.644
H10 -3.686 -0.145 0.339
H11 2.375 -1.457 -2.136
H12 -4.660 0.620 -0.944
H13 -4.215 2.893 0.008
H14 -2.589 -4.120 4.276
H15 1.795 -3.447 1.624
H16 -2.338 -1.659 4.177
H17 5.788 1.434 3.268
H18 -1.491 3.387 -4.041
H19 -3.343 2.063 1.311
H20 4.626 -2.378 -2.289
H21 -2.689 -2.673 -0.491
H22 -1.640 -5.532 2.473
H23 5.510 -3.817 -0.470
H24 2.038 2.245 6.166
H25 -1.340 0.266 -2.158
H26 -3.494 2.228 -2.437
H27 4.085 -4.317 1.495
H28 -3.276 -0.418 -1.350
H29 -0.461 -4.490 0.579
H30 -2.999 -3.949 -4.566
H31 -2.523 3.313 0.360
H32 1.513 1.355 -3.908
H33 -0.197 7.558 0.650
H34 -4.031 -3.550 -2.345
H35 -0.588 -3.464 -4.894
H36 -1.130 -0.619 2.290
H37 -0.089 7.611 -1.117
H38 0.751 -2.579 -3.062

Energy relative to the best compared isomer or geometry (same formula, charge and spin) in kJ/mol: 87.0


No. 9
A cluster of 2 separate species, C7H18ClNSi in total in a non-equilibrium geometry, computed with ωB97M-V with the def2-TZVPD basis set.

Atoms and positions in Å:
Cl1 -4.407 -3.897 1.501
Si1 -0.580 0.096 -0.175
N1 -0.456 -1.152 1.006
C1 2.267 0.167 -1.080
C2 0.651 1.675 -2.207
C3 -1.528 -1.779 1.803
C4 0.809 -1.779 1.323
C5 1.247 2.015 0.388
C6 -2.310 0.582 -0.576
C7 0.995 0.970 -0.814
H1 0.161 2.699 -2.012
H2 1.543 1.789 -2.761
H3 -2.552 0.233 -1.574
H4 -2.140 -2.546 1.356
H5 -3.004 0.049 0.109
H6 0.016 0.935 -2.818
H7 1.773 2.927 -0.099
H8 3.001 0.892 -1.441
H9 0.678 -2.611 1.908
H10 1.172 -1.998 0.336
H11 -2.619 1.634 -0.463
H12 1.873 1.735 1.117
H13 -1.175 -2.287 2.744
H14 0.307 2.516 0.751
H15 1.601 -1.148 1.819
H16 -2.271 -0.944 2.083
H17 2.820 -0.319 -0.292
H18 2.127 -0.452 -1.932

Energy relative to the best compared isomer or geometry (same formula, charge and spin) in kJ/mol: 377.7


No. 10
The ion C3H4O2S with charge -2 in a non-equilibrium geometry, computed with ωB97M-V with the def2-TZVPD basis set.

Atoms and positions in Å:
S1 2.510 0.104 0.032
O1 -2.037 0.062 1.180
O2 -2.310 -0.471 -0.991
C1 0.801 -0.480 -0.305
C2 -1.675 0.027 -0.025
C3 -0.267 0.616 -0.324
H1 0.551 -1.140 0.531
H2 -0.340 1.072 -1.313
H3 0.638 -1.099 -1.178
H4 -0.097 1.326 0.482

Energy relative to the best compared isomer or geometry (same formula, charge and spin) in kJ/mol: 15.3
SMILES string: O=C([O-])CC[S-]
Net charge: -2


No. 11
A cluster of 2 separate species, C5H13NO2 in total in a non-equilibrium geometry, computed with ωB97M-V with the def2-TZVPD basis set.

Atoms and positions in Å:
O1 -1.764 0.969 1.278
O2 0.107 -2.578 0.105
N1 0.313 0.415 0.517
C1 -0.619 -0.643 2.585
C2 -0.724 0.376 1.437
C3 0.206 1.159 -0.762
C4 1.408 0.782 -1.648
C5 -1.014 0.759 -1.599
H1 -1.060 1.414 -2.468
H2 0.090 2.196 -0.437
H3 2.366 1.170 -1.286
H4 0.408 -0.861 2.873
H5 -0.928 -0.226 -2.058
H6 1.361 1.391 -2.556
H7 1.389 -0.289 -1.792
H8 -1.126 -0.216 3.445
H9 -1.189 -1.479 2.191
H10 0.717 -1.819 0.070
H11 -1.883 0.655 -0.963
H12 0.719 -3.340 0.208
H13 1.223 0.168 0.861

Energy relative to the best compared isomer or geometry (same formula, charge and spin) in kJ/mol: 78.2
SMILES string: CC(=O)NC(C)C.O


For the records above, the corresponding electronic energy values read -74750.199 -13813.078 -61100.473 -13941.847 -72929.481 -72570.647 -24688.448 -246498.471 -29438.266 -18105.367 -10981.069 eV.